C9H22O7P2RuS3 | the ωB97M-V functional and the def2-TZVPD basis

Element x y z (Å)
1 Ru 0.167 0.586 -0.300
2 S -0.101 -1.876 -1.430
3 S -0.138 -1.269 1.925
4 S -2.623 0.083 -0.145
5 P 2.836 -0.016 -1.923
6 P 0.880 2.169 -2.672
7 O 4.369 -0.405 -2.005
8 O 3.052 1.454 -3.971
9 O 0.677 3.097 -3.788
10 O 0.709 2.898 -1.214
11 O 0.036 0.917 -2.537
12 O 2.325 -0.254 -0.539
13 O 2.182 -0.996 -2.955
14 C -1.893 -2.268 -1.587
15 C -0.181 -2.967 1.221
16 C -0.341 2.037 1.392
17 C 0.470 -3.052 -0.145
18 C 3.574 2.669 -1.911
19 C -2.926 -1.098 1.246
20 C -1.909 -1.047 2.371
21 C 2.687 1.667 -2.630
22 C -2.740 -1.012 -1.611
23 H 2.717 2.202 -4.495
24 H 3.394 3.675 -2.291
25 H -2.137 -1.829 3.099
26 H -2.986 -2.092 0.815
27 H -1.213 -3.310 1.224
28 H 3.360 2.652 -0.842
29 H 0.695 2.302 1.613
30 H -2.173 -2.961 -0.798
31 H 0.371 -4.059 -0.550
32 H -2.017 -2.775 -2.544
33 H 0.388 -3.590 1.912
34 H 4.911 -0.181 -1.248
35 H -3.792 -1.267 -1.744
36 H -1.936 -0.085 2.879
37 H 0.738 3.855 -1.294
38 H -0.859 1.672 2.268
39 H -3.905 -0.838 1.655
40 H 4.624 2.420 -2.071
41 H -0.890 2.851 0.930
42 H -2.422 -0.359 -2.429
43 H 1.530 -2.807 -0.066
44 H 2.416 -0.793 -3.865

Properties
M (g mol⁻¹): 501.487
E_LUMO (spin up / spin down) (eV): -4.39 / -3.92
Net charge: +1
2S+1: 2
⟨S²⟩: 0.91
Gap between HOMO and LUMO (spin up / spin down) (eV): 7.227 / 8.228